Record 1
Below is one molecule with the formula C17H20Br2N4O4S, with properties calculated with ωB97M-V with the def2-TZVPD basis set.

Its largest force on an atom is 0.90 eV Å⁻¹. The value obtained for the lowest unoccupied orbital energy is 0.2 eV. The value obtained for the total energy is -6726.065232 a.u. Its energy above the lowest of the compared OMol25 structures with the same formula, charge and spin is 0.2 kcal/mol. The value obtained for the frontier orbital gap is 0.32348 Ha. Its SMILES is CCN(CC(=O)N[C@H]1CCS(=O)(=O)C1)Cc1nc2c(Br)cc(Br)cc2c(=O)[nH]1.

XYZ file:
```
48
Properties=species:S:1:pos:R:3:lowdin_charge:R:1
C 3.91193 1.34427 -2.41520 -0.0710
H 4.61578 1.26632 -1.58941 0.0658
C 2.46367 1.37053 -1.91523 -0.2310
N 2.04650 0.22130 -1.13482 -0.1843
C 2.68507 0.06463 0.16354 -0.0934
C 1.63400 0.23910 1.23294 -0.2899
N 0.97759 -0.78216 1.65222 0.1405
C -0.02420 -0.57739 2.55762 -0.2895
C -0.79784 -1.66587 2.97975 -0.6056
C -1.85265 -1.51207 3.84909 -0.1569
C -2.15285 -0.23735 4.32310 -0.6692
C -1.41365 0.86244 3.94547 -0.0416
C -0.34797 0.69270 3.06685 -0.0844
C 0.41969 1.84692 2.59637 -0.4133
O 0.27415 2.99487 2.94207 0.0992
N 1.40860 1.50046 1.68197 0.2027
H 1.92441 2.27652 1.28411 0.1620
H -1.64442 1.85509 4.30010 0.1229
Br -3.61459 -0.03184 5.50652 0.7568
H -2.44232 -2.36310 4.15512 0.0994
Br -0.38195 -3.37454 2.28765 0.7879
H 3.46994 0.81270 0.30669 0.1207
H 3.12945 -0.92831 0.27428 0.1324
C 1.86003 -0.99037 -1.90088 -0.0823
C 0.53192 -1.00542 -2.65575 -0.4724
O 0.33297 -1.69928 -3.62906 0.0737
N -0.39966 -0.19785 -2.10288 0.0929
H -0.15341 0.26473 -1.23363 0.0985
C -1.80532 -0.30815 -2.42782 -0.3421
C -2.54457 0.85891 -1.81028 -0.1379
H -3.59317 0.89447 -2.08420 0.1139
H -2.06240 1.81721 -1.96743 0.1150
S -2.38706 0.41019 -0.04504 0.7194
O -3.53900 0.74898 0.73838 -0.2979
O -1.12157 0.93778 0.41304 -0.3100
C -2.25460 -1.39988 -0.27761 -0.1921
C -2.39885 -1.57484 -1.77635 -0.1515
H -3.44783 -1.66883 -2.05916 0.1244
H -1.86346 -2.45457 -2.13402 0.1240
H -1.27485 -1.70234 0.07822 0.0555
H -3.03794 -1.87646 0.30067 0.1081
H -1.90094 -0.36173 -3.51772 0.1586
H 1.81000 -1.84140 -1.21570 0.1381
H 2.66835 -1.18923 -2.61809 0.1274
H 1.79068 1.43281 -2.77392 0.1194
H 2.30409 2.26519 -1.30574 0.1149
H 4.07465 0.50486 -3.08582 0.0670
H 4.12363 2.26002 -2.96002 0.0752
```

Record 2
Below is one molecule with the formula C2H4N4O2, with properties calculated with ωB97M-V with the def2-TZVPD basis set.

Its largest force on an atom is 9.42 eV Å⁻¹. The value obtained for the lowest unoccupied orbital energy is 0.2 eV. The value obtained for the total energy is -447.899760 a.u. Its energy above the lowest of the compared OMol25 structures with the same formula, charge and spin is 127.2 kcal/mol. The value obtained for the frontier orbital gap is 0.33678 Ha. Its SMILES is [H]/N=C1/NO/C(=N\[H])NO1.

XYZ file:
```
12
Properties=species:S:1:pos:R:3:lowdin_charge:R:1
C 1.35267 0.26586 -0.22924 -0.3956
C -1.40958 -0.06503 -0.06218 -0.4304
H 3.05091 0.60339 0.84678 0.0542
H 1.42442 -1.65503 -0.42363 0.0739
H -3.05700 -1.05630 0.24590 0.1161
H -1.42096 1.90708 0.08066 0.1672
N 2.58240 -0.23782 0.34027 0.0682
N 0.74764 -0.99860 -0.60863 0.0173
N -2.62629 -0.06551 0.24606 0.1406
N -0.82515 1.17555 -0.39830 0.1457
O -0.50207 -1.23563 0.03520 -0.0168
O 0.68301 1.36204 -0.07290 0.0597
```

Record 3
Below is a 3-piece molecular cluster, C5H15N2O2 overall, with properties calculated with ωB97M-V with the def2-TZVPD basis set.

Its largest force on an atom is 8.51 eV Å⁻¹. The value obtained for the lowest unoccupied orbital energy (alpha / beta) is -2.4 / -8.2 eV. The spin multiplicity is 3. The value obtained for the total energy is -458.910904 a.u. Its charge is +1. The value obtained for the frontier orbital gap (alpha / beta) is 0.24350 / 0.23745 Ha.

XYZ file:
```
24
Properties=species:S:1:pos:R:3:lowdin_charge:R:1
C 1.36988 2.44095 0.70828 -0.0562
C 0.32725 -0.84477 2.06894 -0.1083
C -1.48266 -0.98729 -0.71371 -0.0063
C 1.73441 -0.63485 -2.71286 -0.0453
C 0.95105 0.72255 -1.04038 -0.2464
N 1.43332 1.45595 -0.26632 0.1481
N -0.87063 0.00154 2.14147 -0.0082
O -1.08048 0.40441 -0.47217 -0.0271
O 0.71100 -0.09900 -1.95691 -0.0476
H 1.73376 2.11414 1.64332 0.0735
H 1.94623 3.43670 0.39356 0.1694
H 0.35470 2.66724 0.88982 0.0813
H 0.08821 -1.75882 1.58946 0.0635
H 1.06429 -0.38552 1.45440 0.0532
H 0.73348 -1.10972 3.01180 0.0842
H -0.95805 -1.43167 -1.49698 0.0667
H -2.60153 -1.02975 -0.83930 0.1465
H -1.08755 -1.51512 0.16783 0.0687
H 1.21135 -1.58822 -2.99453 0.1145
H 2.70544 -0.84633 -2.19841 0.1182
H 1.95586 -0.00469 -3.65687 0.1352
H -0.80359 0.56022 2.94921 0.0878
H -1.24388 0.44242 0.53928 0.0779
H -1.60197 -0.55834 2.37688 0.0566
```

Record 4
Below is C34H41CsNPS2Sb2 as an isolated structure, with properties calculated with ωB97M-V with the def2-TZVPD basis set.

Its largest force on an atom is 1.48 eV Å⁻¹. The value obtained for the lowest unoccupied orbital energy is 3.7 eV. The value obtained for the total energy is -3013.241783 a.u. Its charge is -2. The value obtained for the frontier orbital gap is 0.12869 Ha.

XYZ file:
```
82
Properties=species:S:1:pos:R:3:lowdin_charge:R:1
Cs 0.40780 2.19425 -1.33469 0.6853
C -1.35997 -1.38977 3.61246 -0.3429
Sb 0.14840 -0.52681 2.30614 1.2613
C -0.14436 1.46528 3.05129 -0.3434
C 1.71765 -0.79437 3.90036 -0.3537
C 2.37334 -2.13212 3.87818 -0.2929
C 1.76875 -3.20765 4.54035 -0.0710
C 2.29866 -4.49024 4.50893 -0.1197
C 3.47030 -4.72733 3.80368 -0.1233
C 4.09357 -3.67017 3.15441 -0.0774
C 3.57835 -2.37088 3.17444 -0.2828
C 4.32153 -1.27569 2.46094 -0.3483
Sb 3.41104 -0.57964 0.58132 1.2704
C 3.44206 -2.56574 -0.25527 -0.3422
C 5.33202 -0.00586 -0.19653 -0.3682
H -1.25207 -2.47890 3.61725 -0.0127
H -2.35630 -1.14285 3.23311 -0.0271
H -1.24710 -1.00329 4.62819 -0.0104
H -0.36186 1.42775 4.12204 -0.0050
H -0.97503 1.89340 2.48659 -0.0361
H 0.75512 2.06228 2.87822 0.0011
H 1.18115 -0.61710 4.83476 0.0458
H 2.42511 0.02218 3.74328 0.0332
H 0.84883 -3.02086 5.08761 0.0987
H 1.80038 -5.29761 5.03233 0.0863
H 3.90124 -5.72207 3.76448 0.0855
H 5.01526 -3.84999 2.60961 0.1002
H 5.32044 -1.61008 2.17432 0.0470
H 4.42718 -0.38584 3.08852 0.0489
H 4.41259 -3.02387 -0.05121 -0.0055
H 3.27977 -2.50781 -1.33385 -0.0043
H 2.65188 -3.16969 0.19772 -0.0060
H 5.93639 -0.89391 -0.40373 -0.0065
H 5.83266 0.61421 0.55202 -0.0045
H 5.17851 0.58984 -1.10339 -0.0885
C 5.08675 3.49385 -4.15840 -0.1983
C 3.65376 3.40707 -3.61570 -0.8566
S 3.42090 2.16175 -2.37078 0.2197
C 2.70341 4.24507 -4.09343 -0.8909
C 3.05867 5.26303 -5.16657 -0.1998
S 1.00040 4.32167 -3.60236 0.1459
H 5.70533 2.75942 -3.64818 0.0202
H 5.53518 4.48318 -3.99624 0.0552
H 5.13889 3.28632 -5.23597 0.0549
H 4.09438 5.20449 -5.51226 0.0328
H 2.87657 6.27706 -4.79208 0.0483
H 2.39740 5.13123 -6.02966 0.0450
N -1.25059 0.87716 0.28279 -0.6152
P -2.54769 0.46945 -0.40478 0.6007
C -2.54954 0.33074 -2.26627 -0.2808
C -3.56496 0.73718 -3.12881 -0.0752
C -3.40861 0.64823 -4.50866 -0.0907
C -2.22784 0.16932 -5.05413 -0.0910
C -1.19662 -0.22232 -4.21336 -0.0696
C -1.36276 -0.13582 -2.83794 -0.1874
C -3.17799 -1.21412 0.09216 -0.2636
C -2.57111 -2.35387 -0.44331 -0.0801
C -2.82109 -3.61717 0.07897 -0.0937
C -3.69360 -3.77077 1.14907 -0.1135
C -4.30509 -2.65118 1.69538 -0.1121
C -4.03921 -1.38785 1.17883 -0.1212
C -4.06023 1.50782 -0.14162 -0.2881
C -3.84729 2.79695 0.33335 -0.0737
C -4.91183 3.67390 0.52466 -0.0897
C -6.20497 3.26305 0.24627 -0.1124
C -6.43334 1.97313 -0.21942 -0.0992
C -5.36569 1.10320 -0.41085 -0.1237
H -4.48549 1.14567 -2.73400 0.0850
H -4.20855 0.97984 -5.15977 0.0941
H -2.10017 0.12954 -6.12822 0.0970
H -0.25413 -0.55952 -4.62220 0.1088
H -0.55499 -0.42526 -2.17582 0.0685
H -1.88978 -2.24877 -1.27975 0.0945
H -2.32816 -4.48383 -0.34546 0.0951
H -3.88243 -4.75443 1.56337 0.0899
H -4.97635 -2.76052 2.54084 0.0951
H -4.49960 -0.51884 1.63467 0.1018
H -2.82603 3.09277 0.55541 0.0949
H -4.73044 4.67723 0.89252 0.0968
H -7.03660 3.94397 0.38964 0.0906
H -7.44454 1.64670 -0.43580 0.0923
H -5.54764 0.09524 -0.77003 0.1079
```

Record 5
Below is C7H5Cl5N5O2RuTe4 as an isolated structure, with properties calculated with ωB97M-V with the def2-TZVPD basis set.

Its largest force on an atom is 0.40 eV Å⁻¹. The value obtained for the lowest unoccupied orbital energy (alpha / beta) is -0.9 / -2.0 eV. The spin multiplicity is 2. The value obtained for the total energy is -4161.883032 a.u. Its energy above the lowest of the compared OMol25 structures with the same formula, charge and spin is 0.0 kcal/mol. The value obtained for the frontier orbital gap (alpha / beta) is 0.23811 / 0.19089 Ha.

XYZ file:
```
29
Properties=species:S:1:pos:R:3:lowdin_charge:R:1
Ru 0.23284 0.50067 -0.34673 0.2669
N -0.59892 0.32345 1.52434 -0.1597
N -0.60371 1.56015 2.22969 0.0187
C 0.23147 2.53901 1.77041 -0.4311
N 0.20140 3.67814 2.44658 0.2208
N 0.98808 2.21815 0.72251 0.0158
N 2.01608 3.06631 0.33752 -0.3987
O 2.73010 2.64079 -0.53125 0.0686
O 2.14467 4.16621 0.86480 0.0453
H -1.58099 0.03679 1.44319 -0.1034
H -0.09396 -0.35414 2.09352 0.0228
H -1.54553 1.86066 2.45958 0.0970
H -0.29562 3.72146 3.31866 0.1305
H 0.81799 4.41923 2.14963 0.0984
Te -1.89651 2.11170 -1.15096 0.0723
Te -3.76126 1.00086 0.45501 0.0260
Te -3.31951 -1.66251 -0.17661 0.0581
Te -0.87231 -1.54638 -1.26707 0.3635
Cl 1.73357 0.47691 -2.40354 0.6714
C 2.71633 -0.34352 -1.19448 -0.6861
C 2.02930 -0.46979 0.00114 -0.3852
C 2.74481 -1.08275 1.01186 -0.6634
Cl 2.00092 -1.29437 2.58136 0.6847
C 4.05531 -1.53996 0.83456 -0.7024
Cl 4.89902 -2.29853 2.12825 0.6826
C 4.68734 -1.38231 -0.39749 -0.7043
Cl 6.29587 -1.93832 -0.63770 0.6875
C 4.00296 -0.76347 -1.44658 -0.7063
Cl 4.72555 -0.52804 -2.98488 0.7097
```

no.,M (g mol⁻¹)
1,536.25
2,116.08
3,135.19
4,935.24
5,979.88